Formula: C12H17NO2S
Source: the OMol25 dataset
Level of theory: the ωB97M-V functional and the def2-TZVPD basis

XYZ file:
```
33
Properties=species:S:1:pos:R:3:forces:R:3
C 5.0215 2.0107 1.5717 0.1 -0.1 -0.1
H 4.5623 1.8472 2.5440 0.0 0.0 0.1
H 6.0610 2.2936 1.7208 0.1 0.1 0.1
H 4.5037 2.8335 1.0836 0.0 0.1 0.0
C 4.9273 0.7430 0.7199 -0.1 0.2 0.1
C 3.4915 0.3542 0.5141 0.1 -0.1 0.0
C 2.8376 -0.4652 1.4250 0.0 0.1 -0.2
C 1.5045 -0.7965 1.2716 -0.2 -0.1 0.1
C 0.7934 -0.3030 0.1835 0.4 0.0 0.2
C 1.4383 0.5212 -0.7351 -0.1 -0.1 0.1
C 2.7699 0.8443 -0.5673 0.0 -0.1 0.1
H 3.2571 1.4835 -1.2897 0.1 0.1 -0.1
H 0.8911 0.9051 -1.5854 -0.1 0.0 -0.1
N -0.5601 -0.5897 -0.0410 0.0 0.2 -0.4
C -1.3797 -1.4128 0.6529 -0.5 0.0 -0.2
O -1.0849 -2.0350 1.6484 0.1 -0.1 0.2
C -2.8054 -1.4856 0.1128 -0.2 0.0 -0.2
H -3.1794 -2.4958 0.2861 0.1 0.1 0.1
H -3.4230 -0.7802 0.6739 0.1 -0.1 0.0
S -2.9776 -1.1050 -1.6690 -0.2 -0.2 0.1
C -4.8033 -1.1024 -1.8014 0.4 0.4 0.1
C -5.3718 0.3151 -1.7452 -0.1 -0.3 -0.3
H -5.0685 0.8639 -2.6471 -0.1 -0.1 0.0
O -4.9911 1.0124 -0.5891 0.1 0.2 0.4
H -4.0394 1.1702 -0.6337 -0.1 0.0 -0.1
H -6.4634 0.2601 -1.7199 0.1 0.0 -0.1
H -5.1823 -1.7140 -0.9847 -0.1 0.0 0.0
H -5.0489 -1.5682 -2.7542 -0.1 -0.1 0.0
H -0.9422 -0.1662 -0.8779 0.0 -0.1 0.2
H 1.0137 -1.4367 1.9848 0.0 0.0 0.0
H 3.3815 -0.8568 2.2724 0.1 -0.1 0.1
H 5.4615 -0.0667 1.2208 0.0 0.0 -0.1
H 5.4050 0.9218 -0.2456 0.0 -0.1 0.0
```
Forces are in eV/Å.

Results
Relative energy (zero: lowest compared OMol25 entry of this formula, charge and spin) ... 0.5841 eV
LUMO energy ... 0.0211 hartree
Orbital gap ... 8.96 eV
SMILES ... CCc1ccc(NC(=O)CSCCO)cc1
Multiplicity ... 1

Here are the natural (NBO) charges for atoms 1 to 6, given in e: -0.59, 0.21, 0.21, 0.20, -0.42, -0.02